No. 1
H2N2O2 | the ωB97M-V functional and the def2-TZVPD basis

Results
Net charge = 0
Energy above the lowest of the compared OMol25 structures with the same formula, charge and spin = 61.88 kcal/mol
Spin multiplicity = 1
LUMO energy = 0.0709 eV

Structure (XYZ):
```
6
Properties=species:S:1:pos:R:3:forces:R:3:mulliken_charge:R:1
N 1.0503 -0.2646 -0.1281 1.38 0.66 -1.29 -0.44
O -0.1611 0.3991 -0.2780 -2.95 1.81 -0.94 -0.13
N -1.3493 -0.4152 0.0308 0.48 -0.97 0.12 0.28
O -2.3606 0.0899 -0.2419 1.58 0.46 -0.02 -0.26
H 1.7186 0.5446 -0.2177 -0.77 -0.96 -0.57 0.28
H 1.1022 -0.3539 0.8350 0.28 -0.99 2.69 0.27
```
Positions in Å, forces in eV/Å.

No. 2
H2N2O2 | the ωB97M-V functional and the def2-TZVPD basis

Results
Net charge = 0
Energy above the lowest of the compared OMol25 structures with the same formula, charge and spin = 95.74 kcal/mol
Spin multiplicity = 1
LUMO energy = 0.4545 eV

Structure (XYZ):
```
6
Properties=species:S:1:pos:R:3:forces:R:3:mulliken_charge:R:1
H -1.3068 1.9993 -0.6445 0.58 -0.65 1.67 0.31
N -0.8950 1.0646 -0.4571 0.19 -1.93 -0.24 -0.20
N -0.6295 0.3454 0.4623 -0.54 1.20 -1.92 0.04
O -0.2866 -1.0987 -0.3063 -1.92 3.37 -1.82 -0.15
O 0.2859 -1.9761 0.4792 2.12 -1.56 1.98 -0.34
H 1.2393 -1.7826 0.3530 -0.43 -0.42 0.33 0.34
```
Positions in Å, forces in eV/Å.

No. 3
H2N2O3 | the ωB97M-V functional and the def2-TZVPD basis

Results
Net charge = 0
Energy above the lowest of the compared OMol25 structures with the same formula, charge and spin = 4.21 kcal/mol
Spin multiplicity = 1
LUMO energy = 0.9723 eV

Structure (XYZ):
```
7
Properties=species:S:1:pos:R:3:forces:R:3:mulliken_charge:R:1
N -3.0954 -0.7563 -0.9262 -0.31 0.83 0.58 -0.29
N -2.8733 -0.2005 0.0258 0.31 -1.89 -1.80 0.78
O -2.4981 0.2535 1.0297 -0.37 1.05 1.36 -0.47
O 0.6568 -0.3742 -0.6675 0.05 0.01 -0.26 -0.31
O 0.0178 0.4921 0.2737 -0.55 1.09 0.26 -0.37
H 1.0232 -1.0068 -0.0307 -0.03 0.10 -0.24 0.33
H -0.4323 1.2072 -0.2467 0.90 -1.17 0.10 0.33
```
Positions in Å, forces in eV/Å.

No. 4
H2N2O3 | the ωB97M-V functional and the def2-TZVPD basis

Results
Net charge = 0
Energy above the lowest of the compared OMol25 structures with the same formula, charge and spin = 44.69 kcal/mol
Spin multiplicity = 1
LUMO energy = 0.5665 eV

Structure (XYZ):
```
7
Properties=species:S:1:pos:R:3:forces:R:3:mulliken_charge:R:1
O 2.7296 1.1778 -0.2313 -0.48 -0.15 0.15 -0.46
N 1.9503 0.2475 -0.1482 0.67 -0.49 -0.38 0.03
N 0.8582 0.5092 0.4943 -2.62 -0.98 1.16 0.27
O -0.0954 -0.5806 0.7898 2.65 1.62 -0.37 -0.14
O -0.9818 -0.7111 -0.2710 -0.68 0.17 -0.72 -0.30
H 0.6330 1.3868 0.9772 0.23 -0.28 -0.26 0.23
H -0.5682 -1.3284 -0.9031 0.24 0.12 0.42 0.36
```
Positions in Å, forces in eV/Å.

No. 5
H2N2O3S | the ωB97M-V functional and the def2-TZVPD basis

Results
Net charge = 0
Energy above the lowest of the compared OMol25 structures with the same formula, charge and spin = 130.45 kcal/mol
Spin multiplicity = 1
LUMO energy (spin up / spin down) = -3.7129 / -3.7123 eV

Structure (XYZ):
```
8
Properties=species:S:1:pos:R:3:forces:R:3:mulliken_charge:R:1
N 1.2094 1.2307 -0.5878 -1.72 0.36 0.89 -0.48
N -1.2151 -0.1855 0.0716 0.73 -1.28 -0.31 0.88
O -1.8223 0.7701 0.3771 -2.21 2.50 0.34 -0.53
O -1.1968 -0.8003 -0.9493 0.04 -0.51 -0.47 -0.49
O 0.5682 -1.7589 1.0963 0.72 -1.35 0.16 -0.33
S -0.2030 -0.6207 1.4878 1.13 1.55 -1.05 0.46
H 1.8658 0.6492 -0.1236 1.10 -0.96 0.16 0.25
H 0.7938 0.7154 -1.3720 0.22 -0.30 0.29 0.26
```
Positions in Å, forces in eV/Å.

No. 6
H2N2O3S | the ωB97M-V functional and the def2-TZVPD basis

Results
Net charge = 0
Energy above the lowest of the compared OMol25 structures with the same formula, charge and spin = 57.82 kcal/mol
Spin multiplicity = 1
LUMO energy = 0.4017 eV

Structure (XYZ):
```
8
Properties=species:S:1:pos:R:3:forces:R:3:mulliken_charge:R:1
N -0.6689 0.0443 -1.0783 -0.21 -0.17 1.43 -0.23
N -0.3234 -0.1871 1.1447 -0.26 -0.64 -0.28 -0.21
O 1.5839 -1.0597 -0.2990 -0.36 0.85 -0.16 -0.53
O 1.2325 1.4132 -0.0330 0.06 -0.60 -0.15 -0.54
O -1.4079 -0.0868 0.2016 -1.61 0.22 -0.33 -0.19
S 0.7347 0.0759 -0.1010 2.15 -0.34 -1.03 1.05
H -0.8287 -0.8794 -1.4801 0.49 -0.08 -0.19 0.32
H -0.3222 0.6795 1.6450 -0.26 0.76 0.71 0.32
```
Positions in Å, forces in eV/Å.